Entry 1:
Here is C2H4CdF3NO4S as an isolated structure in a non-equilibrium geometry from the OMol25 dataset. Energies are from ωB97M-V with the def2-TZVPD basis set.

Calculated values
ΔE to the lowest compared entry with this formula, charge and spin: 0.0 kJ/mol
HOMO-LUMO gap (alpha / beta): 6.632 / 6.632 eV
2S+1: 1

Geometry (Å):
S -0.98618 -2.54198 -1.63468
H -4.41434 -4.19109 -1.65531
O -2.19798 -0.43078 -1.05863
O 0.35278 -1.94237 -1.59152
C -5.27098 -4.07160 -0.98073
F -0.84143 -4.27826 0.39672
H -5.09246 -4.71809 -0.11236
Cd -3.89344 -1.43973 -0.93755
F -2.58399 -2.99656 0.42994
C -1.25030 -3.04302 0.17297
H -5.91685 -2.50452 0.22710
H -6.21600 -4.34666 -1.46279
F -0.65297 -2.22830 1.01915
N -2.16848 -1.54179 -1.99868
O -5.31378 -2.70382 -0.56227
O -1.16128 -3.78674 -2.39416

Entry 2:
Here is C2H4CdLiO2 as an isolated structure in a non-equilibrium geometry from the OMol25 dataset. Energies are from ωB97M-V with the def2-TZVPD basis set.

Calculated values
HOMO-LUMO gap: 5.452 eV
2S+1: 1
Total charge: -1

Geometry (Å):
O 1.05316 -0.95856 0.16697
H -0.24783 2.06761 -0.41892
C 0.89386 0.26015 -0.42318
C -0.14589 1.07926 0.03973
H 1.85897 0.77014 -0.58422
H -2.67103 0.06505 0.18037
Li -0.67819 -1.59438 -0.24428
Cd 2.38405 -2.30056 0.58297
O -1.96091 -0.26816 -0.36824
H -0.48619 0.87947 1.06880

Entry 3:
Here is C2H4CeLiO4 as an isolated structure in a non-equilibrium geometry from the OMol25 dataset. Energies are from ωB97M-V with the def2-TZVPD basis set.

Calculated values
⟨S²⟩: 2.0124
HOMO-LUMO gap (alpha / beta): 5.984 / 8.103 eV
2S+1: 3
Total charge: +5

Geometry (Å):
C 2.91238 -2.38415 0.57980
O -1.19042 2.22959 -1.50598
O 3.08641 -1.55518 -0.24987
O -1.94344 1.47020 -0.71409
H 3.69940 -3.16223 0.77557
Ce -0.61061 4.50847 -0.77967
O -0.98648 0.45393 0.15359
C -1.65825 -0.05111 1.04003
H -1.14475 -0.74252 1.72337
Li -1.38885 1.45445 -3.33392
H 1.95333 -2.41143 1.16606
H -2.72872 0.18997 1.14511

Entry 4:
Here is C2H4Cl2 in the gas phase in a non-equilibrium geometry from the OMol25 dataset. Energies are from ωB97M-V with the def2-TZVPD basis set.

Calculated values
ΔE to the lowest compared entry with this formula, charge and spin: 43.8 kJ/mol
HOMO-LUMO gap: 11.612 eV
2S+1: 1

Geometry (Å):
H 0.51340 -0.30401 1.38584
C 0.58105 0.16969 0.40648
Cl -0.16192 -0.47829 -2.09074
H -1.54417 0.28386 -0.17947
Cl 0.48623 1.86036 0.80562
H -0.84985 -1.24039 0.00152
H 1.58789 -0.04490 0.04826
C -0.61263 -0.24633 -0.37751

Entry 5:
Here is C2H4Cl2 in the gas phase in a non-equilibrium geometry from the OMol25 dataset. Energies are from ωB97M-V with the def2-TZVPD basis set.

Calculated values
ΔE to the lowest compared entry with this formula, charge and spin: 45.7 kJ/mol
HOMO-LUMO gap: 11.729 eV
2S+1: 1

Geometry (Å):
H 0.44441 -1.41053 -0.47887
H -0.40404 1.17684 -0.89611
H 0.58390 -0.95849 1.11078
Cl 2.07659 0.33960 -0.32804
C 0.56084 -0.50666 0.11910
C -0.63910 0.40490 -0.16333
Cl -1.22911 1.04957 1.40714
H -1.39351 -0.09520 -0.77068

Entry 6:
Here is C2H4Cl2FeI2O12S as an isolated structure in a non-equilibrium geometry from the OMol25 dataset. Energies are from ωB97M-V with the def2-TZVPD basis set.

Calculated values
⟨S²⟩: 6.0279
ΔE to the lowest compared entry with this formula, charge and spin: 858.3 kJ/mol
HOMO-LUMO gap (alpha / beta): 3.384 / 3.581 eV
2S+1: 5
Total charge: -2

Geometry (Å):
O -3.69078 -0.48084 -4.71250
C 3.37650 -3.33281 -0.02905
C 2.20635 -4.25335 -0.00640
O -0.78089 5.57922 4.16148
O -2.21051 4.79166 2.48597
I 3.65701 4.26900 -1.63088
H 3.39449 -2.76781 -0.96100
O -3.86860 -0.18321 -2.34890
S 1.62518 -2.28155 1.46878
O -3.10533 5.98927 4.32499
Cl -3.06207 -0.70965 -3.47032
Cl -2.08245 5.11455 3.91566
O -2.78492 -2.08536 -3.36384
H 2.33928 -5.10498 0.66082
O 1.45472 -2.76440 2.86913
O 1.14382 -3.51064 0.40385
H 4.37293 -3.77060 0.03068
O -1.78633 -0.06895 -3.27315
Fe -0.89804 3.63197 -1.69449
O -2.24868 3.91171 4.61296
O 1.01936 -0.97178 1.12075
O 3.19766 -2.37266 1.03304
I -3.22579 6.01476 -4.60439
H 1.95711 -4.64355 -0.99318

Entry 7:
Here is C2H4Cl3N3 in the gas phase in a non-equilibrium geometry from the OMol25 dataset. Energies are from ωB97M-V with the def2-TZVPD basis set.

Calculated values
ΔE to the lowest compared entry with this formula, charge and spin: 0.0 kJ/mol
HOMO-LUMO gap: 10.212 eV
2S+1: 1

Geometry (Å):
N -0.77258 1.86336 -0.30822
H 1.52581 1.22613 -0.57371
Cl -0.75902 -0.94441 1.77927
H 2.06282 -0.39474 1.09674
H 2.23509 -1.10726 -0.43324
C -0.35764 0.68830 -0.21357
Cl -0.66710 -1.95836 -0.98652
N 1.59754 -0.69226 0.27587
N 0.94286 0.38404 -0.36051
Cl -2.92642 -0.28165 -0.03151
H -1.75296 1.81318 -0.31493
C -1.12840 -0.59634 0.07033

Entry 8:
Here is a 3-piece molecular cluster, C2H4Cl4N2O2P overall in a non-equilibrium geometry from the OMol25 dataset. Energies are from ωB97M-V with the def2-TZVPD basis set.

Calculated values
ΔE to the lowest compared entry with this formula, charge and spin: 417.7 kJ/mol
HOMO-LUMO gap (alpha / beta): 5.528 / 5.515 eV
2S+1: 1
Total charge: -1

Geometry (Å):
Cl 3.72500 1.36909 -0.10626
H -0.77637 -0.81280 -2.10128
O -1.15716 -1.26620 1.33257
O -3.06232 -1.23834 -0.27179
H -2.32356 1.25839 0.61233
Cl 0.53428 1.32076 1.91802
P -1.72647 -0.71638 -0.05583
N -0.71599 -1.29095 -1.21828
N -1.68860 0.98530 -0.10631
Cl 1.04451 1.26484 -1.74311
C 2.55910 0.01608 -0.03622
H -0.65625 1.28282 0.04121
H -0.34603 -0.73398 1.69498
Cl 3.11639 -1.38128 0.83391
C 1.47348 -0.05736 -0.79394

Entry 9:
Here is C2H4Cl5Hg as an isolated structure in a non-equilibrium geometry from the OMol25 dataset. Energies are from ωB97M-V with the def2-TZVPD basis set.

Calculated values
⟨S²⟩: 0.7558
ΔE to the lowest compared entry with this formula, charge and spin: 27.5 kJ/mol
HOMO-LUMO gap (alpha / beta): 5.010 / 3.779 eV
2S+1: 2
Total charge: +2

Geometry (Å):
H -0.69159 -1.15748 2.03329
Cl 1.19297 -2.39064 2.78913
Cl -1.55113 1.53849 1.23356
Hg -3.42656 0.86723 -0.52608
Cl -0.91420 -0.04470 -2.06236
C 0.37464 -1.15385 1.80693
H 1.47673 0.23777 -1.59408
C 0.58747 0.82269 -1.82901
Cl 0.98175 1.74882 -3.23623
H 0.79997 -0.20950 2.14663
Cl 0.68247 -1.71723 0.18742
H 0.48746 1.45837 -0.94924

Entry 10:
Here is C2H4ClF in the gas phase in a non-equilibrium geometry from the OMol25 dataset. Energies are from ωB97M-V with the def2-TZVPD basis set.

Calculated values
ΔE to the lowest compared entry with this formula, charge and spin: 149.2 kJ/mol
HOMO-LUMO gap: 12.111 eV
2S+1: 1

Geometry (Å):
C -0.48831 -0.49409 0.22421
H 0.38693 1.10713 -1.38633
Cl -2.17874 -0.32806 -0.15755
F 0.15454 -1.71386 -0.27133
H -0.29766 -0.83413 1.30966
H 1.44865 -0.00034 -0.08232
H 0.53688 1.58075 0.53858
C 0.43771 0.68259 -0.17493

Number 9 is which compound? C2H4Cl5Hg

Which formula does entry 2 have? C2H4CdLiO2